# C12H19N

2 unconnected molecules or ions with the total composition C12H19N (the ωB97M-V functional and the def2-TZVPD basis, the OMol25 dataset).

Structure (XYZ):
```
32
Properties=species:S:1:pos:R:3:lowdin_charge:R:1
C -1.8363 0.6545 -2.7543 -0.272
C -3.0288 0.9463 -0.5873 0.033
C -2.0163 0.5235 -1.3639 -0.132
C 0.8986 -0.8857 -1.3283 0.012
C -0.5126 -0.8706 -0.6947 -0.171
C 0.6651 -0.1541 0.0071 -0.362
C -1.2913 -2.0653 -0.4239 -0.064
C 0.9665 2.0242 -1.2203 -0.071
C 2.3786 -0.3442 1.9046 -0.068
C -0.0503 -0.5215 2.4337 -0.067
C 0.5620 1.3366 0.0621 -0.194
C 0.9578 -0.7728 1.3756 -0.391
N -1.5871 0.6278 -3.8850 0.149
H -3.2387 0.7989 0.4254 0.033
H -3.7782 1.6786 -1.0324 0.092
H 1.4095 -1.8088 -1.4222 0.102
H 1.0635 -0.2660 -2.1827 0.085
H -0.5442 -2.7286 0.0449 0.094
H -1.5321 -2.6742 -1.2686 0.086
H -2.0702 -1.8189 0.2471 0.070
H 0.7513 3.1148 -1.2543 0.094
H 0.3963 1.4887 -1.9633 0.028
H 1.9925 1.9436 -1.5477 0.080
H 2.3941 0.7030 2.3774 0.092
H 3.0995 -0.1399 1.0253 0.105
H 2.8161 -1.1088 2.5333 0.063
H 0.0809 -1.2233 3.2688 0.097
H -1.0605 -0.1848 2.2303 0.078
H 0.2407 0.5033 2.7472 0.082
H -0.4255 1.5743 0.3091 0.087
H 1.2431 1.5148 0.8664 0.088
H 1.0563 -1.8655 1.0707 0.140
```

Computed properties:
Energy above the lowest of the compared OMol25 structures with the same formula, charge and spin in kJ/mol: 554.85
HOMO in eV: -9.09
Largest force on an atom in eV Å⁻¹: 4.25
Gap between HOMO and LUMO in eV: 9.74
LUMO in eV: 0.64